DFT (ωB97M-V with the def2-TZVPD basis set) results for the molecule C16H19N3O3S.

Calculated values
HOMO-LUMO gap (eV): 9.39
Energy above the lowest of the compared OMol25 structures with the same formula, charge and spin (kcal/mol): 52.8
Highest occupied orbital energy (eV): -8.8
Lowest unoccupied orbital energy (Eh): 0.021
2S+1: 1
Charge: 0
Structure (SMILES): COc1ccc(S(=O)(=O)N/C(N)=N/CCc2ccccc2)cc1

Last columns: bonded neighbours and bond lengths (Å).
Cartesian coordinates (Å):
1 S 0.447 -2.197 1.827  O2 1.436, O3 1.428, N6 1.685, C13 1.782
2 O 0.357 -1.759 3.191  S1 1.436
3 O 0.375 -3.593 1.538  S1 1.428
4 O 5.032 0.440 -0.769  C12 1.411, C20 1.351
5 N -0.813 0.464 -0.240  C16 1.269, C23 1.441
6 N -0.815 -1.471 0.977  S1 1.685, C16 1.401, H32 1.009
7 N -0.851 0.523 2.139  C16 1.366, H26 1.011, H37 1.007
8 C -4.907 3.137 -2.723  C21 1.384, C22 1.384, H40 1.081
9 C -3.253 2.271 -1.198  C14 1.503, C17 1.390, C22 1.389
10 C 3.364 -1.332 -0.808  C19 1.384, C20 1.395, H31 1.078
11 C 3.562 0.228 1.024  C15 1.378, C20 1.400, H33 1.078
12 C 5.530 0.033 -2.024  O4 1.411, H35 1.094, H38 1.089, H42 1.094
13 C 1.887 -1.469 1.069  S1 1.782, C15 1.384, C19 1.379
14 C -2.266 2.488 -0.085  C9 1.503, C23 1.540, H29 1.092, H41 1.094
15 C 2.509 -0.386 1.666  C11 1.378, C13 1.384, H34 1.078
16 C -0.809 -0.072 0.910  N5 1.269, N6 1.401, N7 1.366
17 C -3.451 1.004 -1.734  C9 1.390, C18 1.383, H28 1.079
18 C -4.364 0.806 -2.753  C17 1.383, C21 1.385, H39 1.081
19 C 2.305 -1.941 -0.157  C10 1.384, C13 1.379, H36 1.078
20 C 3.998 -0.236 -0.223  O4 1.351, C10 1.395, C11 1.400
21 C -5.097 1.871 -3.250  C8 1.384, C18 1.385, H30 1.080
22 C -3.989 3.334 -1.706  C8 1.384, C9 1.389, H24 1.082
23 C -0.878 1.895 -0.391  N5 1.441, C14 1.540, H25 1.094, H27 1.102
24 H -3.845 4.326 -1.302  C22 1.082
25 H -0.619 2.103 -1.433  C23 1.094
26 H -0.611 -0.075 2.918  N7 1.011
27 H -0.131 2.393 0.249  C23 1.102
28 H -2.870 0.179 -1.350  C17 1.079
29 H -2.158 3.560 0.096  C14 1.092
30 H -5.813 1.716 -4.044  C21 1.080
31 H 3.682 -1.713 -1.764  C10 1.078
32 H -0.953 -1.896 0.072  N6 1.009
33 H 4.071 1.072 1.462  C11 1.078
34 H 2.167 -0.052 2.633  C15 1.078
35 H 5.918 -0.989 -1.989  C12 1.094
36 H 1.805 -2.794 -0.588  C19 1.078
37 H -0.564 1.486 2.194  N7 1.007
38 H 6.344 0.720 -2.252  C12 1.089
39 H -4.507 -0.184 -3.162  C18 1.081
40 H -5.473 3.974 -3.106  C8 1.081
41 H -2.646 2.024 0.830  C14 1.094
42 H 4.764 0.109 -2.802  C12 1.094